211
Properties=species:S:1:pos:R:3:forces:R:3:lowdin_charge:R:1 method="wB97M-V/def2-TZVPD" lumo_energy_ha=-0.5607 homo_ev=-19.4 charge=+9 energy_ha=-9086.911768 multiplicity=1
C -5.1099 -8.0816 4.5877 0.0 -0.9 0.5 0.059
N -4.0699 -8.2474 3.5279 -0.8 1.6 0.4 -0.055
C -3.4035 -9.3837 3.3236 -0.6 0.1 1.0 0.036
C -2.5454 -9.4751 2.2719 0.7 -2.3 0.3 0.028
C -2.3465 -8.4315 1.4341 0.2 0.9 -1.3 -0.117
C -2.9328 -7.1826 1.7703 0.7 -0.6 -1.5 0.053
C -3.8291 -7.1283 2.7947 0.4 -0.7 0.0 0.014
C -1.5190 -8.6775 0.1792 -0.8 0.8 0.6 -0.115
C -1.8540 -9.6605 -0.7636 0.7 0.0 0.0 0.064
C -1.0041 -9.8935 -1.8215 0.7 0.5 -0.1 0.053
N 0.0701 -9.0541 -2.0091 -0.2 -1.7 -1.0 -0.069
C 0.3721 -8.0768 -1.1674 0.0 0.4 0.6 0.017
C -0.4211 -7.8744 -0.0358 0.8 -0.1 -1.1 0.039
C 0.9997 -9.4197 -3.1335 0.1 -1.1 0.4 0.058
H -4.6965 -8.5179 5.4824 -0.1 -0.3 0.4 0.112
H -6.0187 -8.6154 4.3074 0.1 0.0 -0.1 0.125
H -5.3564 -7.0495 4.8332 0.3 0.0 -0.5 0.110
H -3.5256 -10.2256 4.0035 -0.4 0.3 0.0 0.177
H -2.0342 -10.4514 2.1889 -0.3 0.7 -0.3 0.168
H -2.7217 -6.3292 1.1227 -0.3 -0.1 0.4 0.139
H -4.3636 -6.2372 3.0760 -0.1 0.0 0.0 0.146
H -2.6957 -10.3096 -0.6849 -0.5 -0.3 0.4 0.140
H -1.0820 -10.7708 -2.4987 -0.1 1.0 0.4 0.176
H 1.2913 -7.5040 -1.3733 -0.7 -0.3 0.1 0.167
H -0.0978 -7.1152 0.6411 -0.1 0.3 0.5 0.129
H 0.9789 -10.5293 -3.2129 -0.3 0.9 -0.4 0.128
H 2.0022 -9.2223 -2.8126 0.5 0.4 0.2 0.098
H 0.7961 -8.9003 -4.0708 -0.3 -0.1 0.2 0.120
C -0.0094 1.0014 -5.2753 1.0 0.4 0.5 0.055
N 1.0349 1.1832 -4.1924 0.2 0.3 0.4 -0.062
C 2.3110 0.6582 -4.2872 -1.2 0.8 -0.3 0.033
C 3.2262 0.7917 -3.2775 -0.8 1.3 1.5 0.067
C 2.8755 1.4864 -2.0902 -1.5 -0.6 -0.7 -0.093
C 1.5722 1.9879 -2.0232 -0.1 0.6 0.6 0.031
C 0.6959 1.8770 -3.0838 0.8 -0.7 0.2 -0.008
C 3.7221 1.5891 -0.8875 0.3 0.4 -0.6 -0.162
C 4.9558 2.2093 -0.9445 1.4 0.6 -0.3 0.021
C 5.7703 2.3216 0.1862 -1.9 -0.2 -1.3 -0.016
N 5.2892 1.9025 1.3519 1.1 -1.0 0.0 -0.063
C 4.0990 1.3091 1.4157 -0.9 0.0 0.9 -0.045
C 3.2664 1.1468 0.3317 0.4 -0.3 0.8 -0.026
C 6.1897 1.9304 2.5495 -1.9 0.3 -0.1 0.068
H -0.5102 0.0474 -5.1140 -0.3 0.3 0.2 0.106
H 0.5364 0.9172 -6.1982 0.1 0.1 -0.5 0.094
H -0.6490 1.9072 -5.3025 0.3 -0.8 0.1 0.121
H 2.5452 0.2356 -5.2428 0.1 -0.4 -0.2 0.144
H 4.2220 0.4519 -3.2951 1.0 -0.7 -0.7 0.126
H 1.1846 2.5344 -1.1437 0.6 -0.3 -0.3 0.107
H -0.2680 2.3404 -2.9623 -0.3 -0.2 -0.6 0.145
H 5.3416 2.6485 -1.8778 -0.3 -0.4 0.5 0.146
H 6.7427 2.7259 0.1567 0.9 0.5 0.0 0.140
H 3.7646 1.0206 2.4051 0.1 0.0 -0.1 0.138
H 2.3374 0.6283 0.5074 -0.2 0.2 -0.2 0.120
H 6.6939 0.9863 2.7442 0.0 0.1 -0.3 0.119
H 5.4906 2.1755 3.3421 0.3 -0.1 0.5 0.104
H 6.8133 2.7752 2.3978 0.9 0.4 0.1 0.094
C 6.5462 10.3699 11.0666 -0.6 -0.5 0.1 0.063
N 6.0577 10.0280 9.7081 -0.1 0.1 -1.0 -0.064
C 6.1490 8.7386 9.3300 0.1 0.4 -0.4 0.032
C 5.7561 8.3485 8.0598 0.0 0.8 0.0 0.054
C 5.2439 9.2688 7.1359 0.4 -0.1 1.7 -0.098
C 5.2383 10.6112 7.5633 -0.9 -0.2 -1.6 0.048
C 5.6073 10.9660 8.8196 0.3 -0.4 1.7 0.044
C 4.5775 8.7431 5.9299 0.3 0.6 -1.0 -0.131
C 3.4168 9.3242 5.4630 -1.5 -0.1 -0.4 0.053
C 2.6480 8.7441 4.4620 1.1 -0.3 -0.5 0.039
N 3.0821 7.6695 3.7483 0.2 0.6 1.4 -0.055
C 4.2757 7.1809 4.1043 0.8 -0.9 0.0 0.019
C 5.0334 7.6901 5.1600 -0.2 -0.9 -0.1 0.053
C 2.1906 6.8988 2.8316 -1.4 1.1 1.4 -0.014
H 5.6829 10.3557 11.7669 0.8 0.0 -0.3 0.140
H 7.0740 11.3039 11.0726 -0.1 0.6 -0.1 0.113
H 7.2969 9.6107 11.2430 -0.1 -0.1 0.7 0.104
H 6.5635 8.0321 10.0476 -0.2 0.2 -0.1 0.161
H 5.8608 7.3269 7.8003 -0.1 -0.8 -0.1 0.120
H 4.8730 11.3972 6.9054 0.1 -0.1 0.1 0.146
H 5.4795 11.9707 9.2152 0.3 -0.1 -0.2 0.169
H 2.9794 10.1756 5.9401 -0.1 0.4 0.3 0.134
H 1.7016 9.1209 4.1647 -0.6 0.4 -0.1 0.142
H 4.6364 6.2796 3.5912 -0.3 0.6 -0.1 0.146
H 5.9296 7.1511 5.4276 0.2 0.1 -0.2 0.135
H 1.4517 6.3996 3.4884 0.7 -0.3 -0.4 0.089
H 2.8013 6.2602 2.2571 0.4 -0.9 -0.8 -0.067
H 1.5784 7.5725 2.2220 0.6 0.1 -0.1 0.112
C -2.9149 -0.1503 -10.1079 -1.3 0.0 -0.3 -0.082
O -3.4652 -1.4147 -10.4977 -0.9 0.2 -0.9 -0.225
C -4.5711 -1.4812 -11.4284 0.7 -0.3 1.3 -0.159
C -4.7226 -2.9692 -11.7228 -1.1 -0.5 -0.2 -0.090
N -4.0242 -3.4725 -12.9629 0.3 1.1 -1.6 0.074
H -4.4720 -4.3160 -13.3229 -0.1 -0.2 0.3 0.182
H -4.1185 -2.8021 -13.7699 -0.1 -0.5 1.0 0.206
C -2.5476 -3.7425 -12.8032 0.6 0.5 1.7 -0.091
C -2.2288 -5.2007 -12.6895 0.1 -1.4 0.4 -0.198
O -2.7349 -5.6308 -11.4197 -0.2 1.4 -0.7 -0.217
C -2.7479 -7.0233 -11.2074 1.0 0.5 1.2 -0.080
H -3.6448 0.4902 -9.5446 0.6 -0.7 -0.2 0.101
H -2.5803 0.4689 -10.9475 0.2 -0.3 -0.1 0.095
H -2.1060 -0.5379 -9.5169 0.6 0.8 0.5 0.076
H -4.3689 -0.9740 -12.3576 0.3 0.6 -0.4 0.124
H -5.5163 -1.0336 -11.0128 0.9 -0.6 -0.2 0.152
H -5.7817 -3.1668 -11.8622 -0.1 -0.1 -0.3 0.137
H -4.3897 -3.6643 -10.9522 0.1 0.5 0.3 0.133
H -2.2657 -3.2189 -11.8482 -0.2 -0.6 -0.8 0.147
H -1.9600 -3.2751 -13.5698 -0.1 0.2 -0.7 0.137
H -1.1412 -5.3745 -12.8473 -0.3 0.3 0.6 0.151
H -2.6553 -5.8643 -13.4627 -0.3 0.6 -0.2 0.141
H -3.1694 -7.5415 -12.0453 -0.6 -0.5 -0.2 0.089
H -3.2468 -7.1603 -10.2238 0.0 -0.2 -1.0 0.105
H -1.7015 -7.3061 -11.0887 0.0 -0.6 0.0 0.093
C -6.4218 -4.2349 -1.0469 0.5 -1.6 0.2 -0.096
O -7.7355 -4.7353 -1.1285 -1.5 -0.1 -0.4 -0.201
C -8.7546 -3.9055 -1.6957 0.9 -0.2 -0.5 -0.197
C -9.9101 -4.7228 -2.2214 -1.6 -0.3 -0.1 -0.060
N -10.4736 -5.7706 -1.2689 1.5 -0.7 0.0 0.056
H -11.0721 -6.4108 -1.8234 0.9 0.0 0.3 0.201
H -9.6388 -6.2462 -0.8526 -0.7 -0.1 -0.8 0.187
C -11.2926 -5.4295 -0.1031 -2.1 -1.0 2.2 -0.108
C -10.7476 -4.4148 0.8412 1.3 2.7 0.0 -0.227
O -9.5935 -4.8524 1.4988 1.1 -1.0 0.8 -0.201
C -8.9440 -3.9645 2.4601 -1.2 -0.8 -0.6 -0.042
H -5.8255 -4.9532 -1.6759 -0.1 1.2 0.4 0.104
H -6.0904 -4.3506 -0.0013 -0.1 0.1 -0.3 0.078
H -6.3004 -3.1923 -1.3034 -0.1 0.2 -0.5 0.088
H -8.4046 -3.4291 -2.6153 0.3 0.3 0.1 0.139
H -9.0205 -3.1478 -0.9949 -0.3 0.6 0.5 0.107
H -9.5313 -5.2990 -3.0897 -0.5 0.3 0.4 0.150
H -10.8376 -4.1292 -2.4886 1.5 -0.2 0.0 0.175
H -11.3830 -6.3602 0.5090 0.2 0.3 -0.7 0.165
H -12.3481 -5.2360 -0.3855 0.8 0.4 -0.1 0.166
H -11.4292 -4.0227 1.5862 -0.9 -0.4 -0.2 0.149
H -10.4258 -3.5266 0.2644 -0.6 0.0 0.1 0.112
H -9.4620 -3.8696 3.4167 -0.3 -0.6 0.0 0.098
H -8.9541 -2.9593 2.0866 0.6 0.6 -0.6 0.079
H -7.9589 -4.3960 2.6219 0.0 0.3 -0.1 0.079
C 6.8819 -9.1840 7.1049 -0.3 0.1 -0.2 -0.037
O 6.4432 -7.8516 6.7682 -0.5 -0.1 -0.5 -0.206
C 5.8275 -7.8230 5.4678 -0.6 1.4 2.6 -0.167
C 4.7123 -6.8049 5.5757 0.1 2.2 -0.2 -0.100
N 3.9044 -6.9650 6.8301 0.7 0.5 0.2 0.069
H 3.0962 -7.5466 6.6485 0.1 -0.5 0.4 0.178
H 4.6024 -7.3682 7.4937 -0.5 -0.4 -0.2 0.184
C 3.4197 -5.6580 7.4142 0.4 -0.3 1.0 -0.100
C 2.8067 -4.7712 6.4022 -1.0 1.8 -0.5 -0.195
O 3.7680 -3.9186 5.7238 -1.4 -2.6 -0.9 -0.205
C 4.0931 -2.7392 6.3500 -0.2 0.9 2.0 -0.121
H 7.7283 -9.5275 6.4628 -0.8 0.2 0.5 0.126
H 5.9557 -9.7340 7.0389 0.1 -1.2 -0.5 0.082
H 7.1078 -9.2316 8.1581 0.6 0.4 0.2 0.098
H 5.3501 -8.7157 5.1711 0.2 -1.6 -0.3 0.117
H 6.5561 -7.4457 4.8223 0.9 0.2 -1.7 0.126
H 4.0522 -6.7646 4.6980 0.2 -0.2 0.3 0.140
H 5.0773 -5.7677 5.7144 0.3 -0.7 -0.5 0.134
H 4.2500 -5.1123 7.8771 0.1 -0.5 0.0 0.153
H 2.7038 -5.9196 8.1978 0.1 0.0 -0.1 0.150
H 2.0473 -4.1072 6.9084 0.7 -0.6 -0.4 0.149
H 2.2189 -5.4093 5.7018 0.6 0.8 -0.2 0.134
H 4.7121 -2.8814 7.2571 0.0 0.0 -0.4 0.105
H 3.2028 -2.1929 6.7024 0.0 0.0 -0.3 0.099
H 4.6296 -2.1380 5.6472 0.4 0.3 -0.4 0.086
C 6.6418 7.8941 -6.7887 -0.1 1.2 2.2 -0.028
O 6.2700 6.9953 -5.6817 0.6 0.3 -0.4 -0.211
C 6.8254 7.4708 -4.4583 -1.2 1.3 -0.4 -0.232
C 6.2225 6.6821 -3.3453 -1.0 0.9 0.5 -0.080
N 4.8031 7.1160 -2.9318 1.1 -0.7 -0.2 0.020
H 4.4241 6.3769 -2.2887 0.3 0.2 -0.2 0.002
H 4.8081 7.9600 -2.3166 0.3 -0.7 -0.6 0.180
C 3.8275 7.3927 -4.0279 -1.7 0.1 1.6 -0.076
C 2.5030 7.1860 -3.2581 -1.1 0.3 -0.3 -0.175
O 2.2170 5.7652 -3.1184 2.1 1.1 -0.7 -0.193
C 1.1806 5.4288 -2.2696 -1.2 0.2 0.4 -0.145
H 7.6829 8.1741 -6.5918 0.0 -0.3 -0.8 0.095
H 6.0877 8.8412 -6.6204 0.0 -0.4 -0.3 0.095
H 6.4195 7.5301 -7.7799 0.1 -0.6 0.1 0.093
H 6.5002 8.5245 -4.2906 0.4 -0.2 -0.3 0.138
H 7.9200 7.4847 -4.3815 -0.1 -0.3 -0.4 0.146
H 6.7604 6.7916 -2.4313 0.7 -0.3 0.5 0.124
H 6.1169 5.6804 -3.6630 0.0 -1.3 -0.1 0.122
H 3.7792 6.7693 -4.9153 1.0 -0.3 0.2 0.141
H 4.0393 8.4279 -4.2931 -0.6 -0.1 -0.3 0.144
H 1.6731 7.7125 -3.7461 0.0 -0.4 -0.3 0.136
H 2.5506 7.6698 -2.2796 0.2 -0.2 0.3 0.119
H 0.3484 6.0726 -2.4778 -0.8 0.5 -0.1 0.086
H 1.3131 5.4389 -1.1818 0.9 0.2 -0.1 0.064
H 0.8458 4.4388 -2.5382 0.1 -0.4 -0.1 0.047
C -3.9464 2.6264 0.2020 0.1 1.3 -0.7 -0.066
O -3.3215 3.7720 0.7610 1.3 -0.4 0.1 -0.192
C -3.9248 4.9892 0.4494 -2.2 -1.1 -0.2 -0.246
C -3.3541 6.0501 1.2706 1.1 2.1 1.4 -0.079
N -4.0776 6.3489 2.5956 0.0 -0.9 0.3 0.103
H -3.5704 7.0395 3.1781 0.0 -0.2 -0.6 0.184
H -4.9637 6.7744 2.3351 -0.4 -0.1 0.4 0.182
C -4.1692 5.1184 3.5245 1.8 -0.1 -0.8 -0.049
C -2.7377 4.7709 3.9203 0.3 -1.3 1.8 -0.209
O -2.2489 5.7837 4.8089 -0.9 -0.1 -0.4 -0.200
C -1.0839 5.4812 5.5592 1.4 -0.8 -0.8 -0.095
H -3.8685 2.6313 -0.8902 0.1 0.0 0.0 0.093
H -4.9878 2.6991 0.4462 -0.8 -0.5 0.2 0.084
H -3.4721 1.7454 0.5842 0.2 -0.3 0.4 0.087
H -4.9847 4.8436 0.6593 -0.6 0.4 0.1 0.135
H -3.9206 5.2842 -0.5866 0.5 -0.2 -0.7 0.140
H -3.2698 7.0459 0.7777 -0.1 -0.9 0.2 0.162
H -2.3818 5.6770 1.5593 0.5 0.4 0.0 0.121
H -4.5947 4.2481 3.0390 -0.2 0.3 -0.5 0.127
H -4.6817 5.2920 4.4453 -0.7 0.8 0.3 0.137
H -2.0215 4.5558 3.1237 -0.1 0.2 -0.2 0.099
H -2.8179 3.7860 4.4617 0.0 0.8 -0.3 0.155
H -0.5911 6.4481 5.7700 -0.3 -0.6 0.1 0.091
H -0.4099 4.8481 4.9217 -0.2 0.7 0.3 0.078
H -1.1872 4.8723 6.4845 -0.7 0.6 -0.4 0.103
Br 1.2183 3.3444 1.9824 -0.1 -0.1 -0.1 -0.509
Br 4.2345 5.6344 0.1029 0.2 0.0 -0.3 -0.238